Molecular formula: C13H30BO4Si
Method: DFT, ωB97M-V/def2-TZVPD

Geometry as ORCA input:
```
! RIJCOSX wB97M-V def2-TZVPD def2/J DEFGRID3
* xyz -1 1
C 4.485 1.941 0.968
C 5.318 0.747 0.183
O 6.569 0.429 0.559
O 4.649 0.009 -0.906
C 3.976 -1.210 -0.355
C 2.420 -0.751 0.058
C 1.457 -1.990 -0.392
B -0.118 -1.632 -0.649
C -0.446 -0.089 -1.094
C 0.343 0.172 -2.538
C -0.670 0.437 -3.802
O -1.700 1.461 -3.575
C -0.991 -2.166 0.666
C -2.611 -1.877 0.538
O -3.124 -1.246 1.763
Si -2.999 0.506 1.723
C -1.205 1.171 2.158
C -4.123 1.153 3.200
C -3.686 1.343 0.132
H 3.360 2.022 0.628
H 4.498 1.728 2.120
H 5.031 2.949 0.710
H 3.946 -1.972 -1.271
H 4.559 -1.699 0.533
H 2.247 0.262 -0.499
H 2.453 -0.520 1.203
H 1.843 -2.591 -1.348
H 1.488 -2.791 0.492
H -0.481 -2.326 -1.558
H -0.005 0.702 -0.318
H -1.573 0.151 -1.302
H 1.085 1.092 -2.488
H 1.022 -0.754 -2.851
H -1.114 -0.596 -4.195
H 0.018 0.828 -4.697
H -1.310 2.063 -2.867
H -0.532 -1.789 1.692
H -0.828 -3.349 0.678
H -3.120 -2.955 0.484
H -2.925 -1.334 -0.456
H -1.197 1.482 3.309
H -0.374 0.355 2.045
H -0.903 2.085 1.467
H -4.770 2.056 2.801
H -4.878 0.287 3.509
H -3.475 1.540 4.096
H -4.806 1.666 0.361
H -3.076 2.338 -0.100
H -3.726 0.662 -0.819
*
```

As for the maximum force: 8.4 eV Å⁻¹. The calculation puts the calculated total energy at -1128.4925 Eh. As for the gap between HOMO and LUMO: 7.9 eV.

Atomic partial charges in e from the natural (NBO) method, atoms 1 to 6:
1 C -0.741
2 C 0.811
3 O -0.595
4 O -0.577
5 C -0.082
6 C -0.434